1.
Below is C49H47BCl3MnN4O5SiTe as an isolated structure at a distorted geometry, with properties calculated with wB97M-V/def2-TZVPD.

Output
- HOMO (spin up / spin down) (eV) = -0.15 / -1.20
- E_LUMO (spin up / spin down) (eV) = 3.37 / 3.37
- net charge = -2
- 2S+1 = 5
- ΔE to the lowest compared entry with this formula, charge and spin (kcal per mole) = 45.5

XYZ file:
```
112
Properties=species:S:1:pos:R:3:lowdin_charge:R:1
Te -0.103 4.079 -1.053 1.5604
Mn 0.460 0.411 -0.866 0.3537
Cl 1.657 -0.692 -2.301 0.1162
Cl 3.963 0.550 2.656 0.3306
Cl 6.218 -0.506 0.566 0.2974
Si 4.149 -0.278 0.763 -0.1943
O -0.904 1.366 0.055 -0.3213
O 3.813 0.854 -0.306 -0.2683
O -3.277 -4.548 5.494 -0.1248
O 3.196 -2.860 -0.367 0.1372
O 3.429 -2.955 1.883 0.1567
N -5.895 -2.547 0.989 -0.0494
N -0.897 -1.087 -0.699 -0.0065
N 1.632 1.795 -0.575 -0.0557
N -5.692 -1.410 0.366 -0.0277
C 0.408 3.450 -3.014 -0.4431
C 3.502 5.434 0.938 -0.0978
C -2.126 -3.928 5.999 -0.1305
C -0.423 7.208 -0.110 -0.1096
C 2.904 -6.572 1.365 -0.1752
C 0.403 1.711 -4.689 -0.1017
C -3.545 7.503 -2.229 -0.2900
C 3.105 -5.403 2.105 0.0700
C 3.152 -4.209 1.416 -0.1751
C 4.852 3.439 -0.439 -0.0253
C -4.814 -4.728 3.706 -0.0526
C -3.126 -2.771 -0.391 0.0010
C 1.562 3.770 -5.098 -0.0675
C 0.031 2.186 -3.441 -0.1831
C 1.928 -8.912 1.534 -0.0569
C 2.878 4.223 0.691 -0.0857
C -1.511 5.601 -1.727 -0.3783
C -2.505 7.785 -1.359 -0.0385
C -3.546 -2.702 3.893 -0.0458
C -4.653 8.489 -2.495 -0.0675
C 3.023 -7.950 2.016 -0.5609
C 2.924 -7.874 3.543 -0.0702
C -5.142 -2.963 2.054 -0.3382
C 4.395 -8.528 1.628 -0.0495
C 5.472 4.651 -0.187 -0.1007
C 3.539 3.217 -0.018 -0.1743
C 2.719 -5.271 -0.702 0.0326
C -3.570 6.251 -2.828 -0.0327
C 2.992 -4.140 0.037 -0.1944
C -4.501 -0.755 0.231 -0.3153
C 1.161 2.512 -5.524 -0.0958
C -4.492 0.645 0.311 -0.0558
C -3.314 1.392 0.282 -0.0243
C 2.702 -6.478 -0.014 -0.0379
C -5.441 -4.244 2.582 -0.0568
C -2.091 0.768 0.053 -0.3724
C 2.832 1.969 -0.325 -0.4332
C -2.104 -0.605 -0.261 -0.1480
C -4.176 -2.205 2.762 -0.0255
C 1.680 5.609 -3.398 -0.0810
C 4.798 5.658 0.491 -0.1163
C -1.501 6.857 -1.102 -0.3262
C -1.897 -3.253 -0.795 -0.0618
C -3.853 -3.967 4.372 -0.3082
C -2.760 3.930 -3.185 -0.0647
C -3.267 -1.407 -0.117 -0.1053
C -2.591 5.296 -2.578 -0.2875
C 1.206 4.251 -3.842 -0.3063
C -0.816 -2.383 -0.945 -0.1527
B 3.461 -2.121 0.763 -0.5974
H -3.781 3.794 -3.542 0.0754
H 4.479 -8.606 0.544 0.0804
H 5.285 6.606 0.685 0.0876
H 6.490 4.816 -0.521 0.0919
H 2.327 6.062 -4.151 0.0682
H -2.479 8.748 -0.856 0.1034
H 0.107 0.717 -4.997 0.0991
H 2.014 -7.349 3.836 0.0921
H -5.041 -5.713 4.098 0.1001
H 0.562 6.960 -0.510 0.0448
H 2.538 -7.376 -0.595 0.1012
H -4.750 8.680 -3.566 0.0715
H 1.951 -9.045 0.453 0.0675
H 1.887 4.025 1.069 0.0672
H -1.763 -4.301 -1.028 0.0898
H 0.943 -8.540 1.815 0.0941
H -1.374 -3.773 5.218 0.0921
H 3.785 -7.362 3.972 0.0785
H -0.456 8.266 0.151 0.0668
H -3.981 -3.431 -0.308 0.1070
H 0.143 -2.742 -1.302 0.0654
H -0.594 1.563 -2.804 0.0802
H 2.235 5.519 -2.462 0.0589
H -3.940 -1.202 2.441 0.0967
H 3.239 -5.407 3.176 0.1175
H -5.606 8.087 -2.144 0.0749
H -0.551 6.621 0.803 0.0722
H 2.543 -5.216 -1.767 0.1246
H -2.804 -2.085 4.384 0.0965
H 2.889 -8.881 3.962 0.0800
H 4.528 -9.523 2.062 0.0791
H 0.826 6.265 -3.216 0.0658
H 5.370 2.660 -0.983 0.1121
H -1.725 -4.603 6.755 0.0792
H -3.333 2.464 0.439 0.1027
H -4.394 6.002 -3.491 0.1117
H -6.186 -4.840 2.069 0.0900
H 2.979 6.203 1.493 0.0959
H 2.172 4.388 -5.748 0.0971
H 1.451 2.157 -6.506 0.0919
H -2.546 3.165 -2.436 0.0543
H -5.437 1.139 0.500 0.0925
H -2.076 3.781 -4.020 0.0767
H -2.347 -2.962 6.471 0.0846
H 2.075 -9.892 1.993 0.0787
H -4.468 9.436 -1.988 0.0645
H 5.199 -7.884 1.985 0.0872
```

2.
Below is C49H47Cl2GeN9O3S7Sn as an isolated structure, with properties calculated with wB97M-V/def2-TZVPD.

Output
- HOMO (spin up / spin down) (eV) = -3.78 / -3.80
- E_LUMO (spin up / spin down) (eV) = 1.99 / 1.48
- net charge = -1
- 2S+1 = 2

XYZ file:
```
119
Properties=species:S:1:pos:R:3:lowdin_charge:R:1
Sn 0.356 -0.036 -0.234 1.0625
Ge -2.008 -1.625 1.423 0.8939
Cl 1.751 7.127 -2.715 0.7161
Cl 5.536 5.014 0.564 0.7234
S 2.526 -2.531 -4.143 1.0549
S -3.505 -0.830 -3.274 -0.0671
S -1.190 1.355 -2.017 -0.0373
S -2.219 3.933 3.026 1.0358
S -2.010 -2.022 -2.991 0.0800
S -3.154 1.049 -2.317 -0.0945
S 3.676 1.751 3.514 1.0279
O 3.358 -2.004 -0.034 0.0065
O 1.504 3.438 -0.567 0.0261
O 1.650 1.457 -1.662 -0.3166
N 3.884 -3.099 1.875 -0.0377
N 0.989 -1.829 -2.220 -0.1288
N 4.192 5.562 -2.191 0.0637
N 0.965 -0.319 -4.024 0.1092
N -1.008 1.994 1.888 0.0913
N 1.850 1.420 1.768 0.0355
N 2.107 -1.530 1.811 0.1467
N 1.468 -3.053 -1.888 0.0149
N 1.054 -0.883 3.716 0.2014
C 2.341 3.372 -2.840 -0.0384
C 6.602 2.798 -2.840 -0.0987
C 2.512 -5.814 -3.807 -0.1132
C 1.973 -1.659 3.115 -0.3828
C -5.350 -2.759 -1.009 -0.1327
C 2.815 -2.516 3.885 -0.0017
C -2.167 2.563 1.943 -0.6201
C 0.357 -5.110 2.096 -0.1091
C -2.666 -0.152 3.948 -0.1546
C -4.840 0.286 4.869 -0.1194
C 2.116 2.384 3.839 -0.3656
C 4.704 4.235 -2.462 -0.2112
C 4.380 1.970 -3.202 -0.0309
C 1.396 -1.418 -3.394 -0.7300
C -4.412 -2.061 -0.262 -0.2037
C -1.363 -3.594 3.646 -0.1183
C -4.575 -1.170 2.969 -0.1102
C -5.264 -4.140 -1.112 -0.1147
C 2.268 -3.569 -2.735 -0.6122
C -5.390 -0.546 3.904 -0.1032
C 2.178 7.005 1.231 -0.0920
C 0.135 -5.465 3.420 -0.1252
C 3.086 -2.183 1.141 -0.5319
C 6.077 4.027 -2.477 -0.0755
C 4.023 5.804 0.274 -0.5753
C 2.379 6.757 -1.131 -0.5685
C 3.736 -3.233 3.209 -0.0590
C 5.747 1.762 -3.193 -0.0874
C -3.191 -0.980 2.953 -0.3303
C -1.153 -3.218 2.320 -0.3621
C 4.031 0.590 0.974 -0.0686
C -3.465 0.468 4.899 -0.1109
C -3.400 2.151 1.236 -0.0895
C 3.357 6.301 1.379 -0.1207
C 3.832 3.204 -2.849 -0.1436
C -4.253 -4.809 -0.440 -0.1018
C 4.877 -3.842 1.124 -0.0175
C -0.271 -3.994 1.562 -0.1587
C -0.566 3.686 3.386 -0.3594
C -3.331 -4.101 0.319 -0.1076
C 2.917 -4.908 -2.639 -0.2523
C 1.278 2.129 2.795 -0.3508
C 1.778 2.725 -1.528 -0.6778
C -0.093 2.608 2.702 -0.3404
C -3.386 -2.711 0.426 -0.3443
C 3.548 5.984 -1.033 -0.2953
C -0.724 -4.700 4.196 -0.1121
C 3.102 1.194 1.958 -0.6292
C 1.691 7.243 -0.041 -0.1153
H 1.649 7.374 2.099 0.1010
H 1.430 -5.947 -3.820 0.0813
H 1.025 -5.705 1.480 0.0921
H -0.081 -3.718 0.527 0.0882
H 6.146 0.796 -3.476 0.0978
H 0.621 -6.339 3.840 0.0874
H 1.900 2.903 4.758 0.0676
H 5.466 -3.150 0.523 0.0933
H 3.706 1.164 -3.465 0.1045
H 2.698 -2.606 4.953 0.1068
H 2.617 -5.353 -1.690 0.1065
H -4.487 -0.979 -0.210 0.0786
H 2.812 -5.363 -4.753 0.0538
H -6.463 -0.704 3.873 0.0934
H 2.048 4.417 -2.888 0.0710
H 4.646 1.370 0.529 0.0875
H 2.989 -6.791 -3.726 0.0677
H 3.671 5.882 -2.996 0.0611
H 4.400 -3.932 3.701 0.1268
H -3.651 2.866 0.451 0.0786
H -4.236 2.103 1.937 0.0791
H 1.883 2.821 -3.661 0.1136
H 4.694 -0.134 1.451 0.0820
H -2.049 -3.013 4.255 0.0869
H -5.027 -1.817 2.228 0.0834
H -4.180 -5.889 -0.505 0.0919
H 0.774 7.795 -0.193 0.1026
H -5.477 0.788 5.588 0.0897
H -3.019 1.106 5.654 0.0942
H -3.250 1.177 0.779 0.0322
H -5.985 -4.690 -1.705 0.0901
H -0.034 4.352 4.044 0.0676
H -6.144 -2.227 -1.521 0.0949
H 0.381 -0.463 3.088 0.0593
H 1.403 -0.025 -4.875 0.0943
H 7.674 2.651 -2.854 0.0944
H 0.432 0.351 -3.473 -0.0138
H 3.784 6.141 2.357 0.0979
H 4.386 -4.538 0.442 0.0887
H 3.465 0.111 0.180 0.0497
H -0.905 -4.972 5.231 0.0897
H -1.597 0.034 3.981 0.0707
H 4.003 -4.773 -2.639 0.1064
H -2.557 -4.646 0.843 0.0792
H 5.518 -4.388 1.813 0.0857
H 6.731 4.842 -2.198 0.0967
H 0.730 -1.138 4.632 0.1136
```

3.
Below is C49H48AsCuO4P2S as an isolated structure at a distorted geometry, with properties calculated with wB97M-V/def2-TZVPD.

Output
- HOMO (spin up / spin down) (eV) = -9.62 / -9.59
- E_LUMO (spin up / spin down) (eV) = -2.91 / -4.50
- net charge = +1
- 2S+1 = 2
- ΔE to the lowest compared entry with this formula, charge and spin (kcal per mole) = 12.8

XYZ file:
```
106
Properties=species:S:1:pos:R:3:lowdin_charge:R:1
As -1.126 2.122 1.730 1.2758
Cu 0.572 -0.516 -0.600 0.1926
S 2.399 -1.606 -0.976 0.8791
P 1.657 0.369 1.431 1.0787
P -0.517 -2.216 -1.881 1.1227
O -2.889 0.959 -1.222 0.0493
O 3.161 -1.658 -2.225 -0.3895
O -0.864 0.552 -0.442 -0.2871
O -3.341 1.498 -3.652 0.0854
C 2.560 -4.315 -0.183 -0.0382
C -0.018 -2.097 -5.890 -0.0570
C -1.525 3.656 0.540 -0.3922
C 2.082 -5.615 -0.185 -0.0368
C -2.099 -2.965 0.270 -0.0878
C 0.179 0.007 5.764 -0.0680
C -3.286 -2.041 -1.618 -0.0919
C 3.486 4.463 0.403 -0.0603
C 1.839 2.750 0.090 -0.1250
C -1.516 1.935 -5.048 0.0078
C 0.247 1.236 -3.040 -0.0651
C -2.752 1.050 2.056 -0.3913
C 4.104 3.688 1.373 -0.0615
C -4.465 -2.082 -0.890 -0.0505
C -0.320 -0.789 4.741 -0.0694
C -2.100 -2.498 -1.047 -0.3422
C 2.358 3.988 -0.250 -0.0582
C -4.023 1.771 2.502 -0.1487
C 0.534 -3.580 -1.270 -0.3368
C -2.819 4.426 0.786 -0.1489
C -1.127 1.157 -2.779 -0.0760
C -0.748 -2.562 -3.645 -0.3262
C 5.261 -1.334 2.531 -0.0356
C 0.845 -5.908 -0.745 -0.0356
C 0.081 4.109 3.519 -0.1605
C 1.788 -3.299 -0.727 -0.3041
C -0.159 1.994 -5.270 -0.0604
C 0.161 -0.634 3.453 -0.1229
C 5.664 -1.973 1.366 -0.0402
C 1.643 1.113 4.202 -0.1123
C 0.074 -4.894 -1.284 -0.0577
C -1.675 0.856 -1.423 -0.5612
C -3.282 -3.010 0.986 -0.0661
C -1.956 -3.469 -5.507 -0.0606
C 1.146 0.318 3.177 -0.4024
C 4.798 -2.046 0.290 -0.0733
C -1.041 3.076 3.473 -0.4029
C -4.463 -2.562 0.410 -0.0592
C -2.019 1.521 -3.810 -0.2559
C 1.162 0.947 5.494 -0.0673
C 0.155 -1.963 -4.523 -0.0821
C 0.736 1.639 -4.262 -0.0828
C -1.083 -2.839 -6.381 -0.0588
C 3.601 2.439 1.702 -0.0849
C 2.445 1.975 1.080 -0.3429
C 3.549 -1.451 0.386 -0.3551
C 4.026 -0.706 2.597 -0.0692
C -1.799 -3.332 -4.138 -0.0859
C 3.164 -0.713 1.501 -0.3039
H -0.112 4.923 2.819 0.0617
H -2.954 4.665 1.841 0.0619
H -3.515 1.297 -2.700 0.0746
H 4.128 1.831 2.425 0.0945
H 5.075 -2.543 -0.631 0.1260
H 0.169 4.537 4.519 0.0738
H -1.231 -2.929 -7.449 0.1119
H 4.995 4.051 1.868 0.1113
H -5.381 -1.718 -1.335 0.1172
H -0.895 -5.108 -1.717 0.1192
H 0.668 -1.613 -6.571 0.1134
H -1.084 -1.526 4.949 0.1109
H 5.921 -1.303 3.387 0.1180
H -4.478 2.316 1.679 0.0543
H -2.493 -3.816 -3.463 0.1048
H 3.901 5.428 0.146 0.1117
H 0.214 2.336 -6.226 0.1121
H -2.798 5.369 0.236 0.0729
H -5.383 -2.588 0.978 0.1119
H -1.173 -3.291 0.729 0.1042
H 2.686 -6.405 0.241 0.1185
H 3.729 -0.201 3.506 0.1005
H 0.959 2.366 -0.410 0.0605
H -3.681 3.859 0.440 0.0581
H -0.220 -1.239 2.636 0.0961
H -3.832 2.466 3.319 0.0553
H -2.773 -4.063 -5.894 0.1121
H 1.885 4.571 -1.029 0.1150
H -2.229 2.229 -5.806 0.1248
H 1.804 1.689 -4.429 0.1102
H 1.039 3.657 3.252 0.0416
H -0.891 2.312 4.240 0.0471
H -0.199 -0.104 6.771 0.1111
H -1.500 3.299 -0.491 0.0503
H 3.527 -4.100 0.246 0.1038
H 2.393 1.867 4.002 0.0981
H 1.560 1.559 6.292 0.1150
H 0.481 -6.926 -0.754 0.1186
H -0.667 4.321 0.663 0.0474
H -3.289 -1.651 -2.628 0.1122
H 0.962 1.015 -2.252 0.0785
H -2.002 3.555 3.668 0.0490
H 0.988 -1.392 -4.132 0.0928
H -3.280 -3.380 2.003 0.1094
H -2.445 0.337 2.827 0.0478
H 6.645 -2.423 1.300 0.1187
H -4.749 1.034 2.852 0.0696
H -2.943 0.489 1.145 0.0328
```